{
  "formula": "C13H14BF",
  "method": "wB97M-V/def2-TZVPD",
  "e_above_lowest_kcal_mol": 28.8,
  "e_lumo_ev": -1.042,
  "homo_lumo_gap_ha": 0.288,
  "multiplicity": 1,
  "e_tot_ha": -628.363859,
  "fmax_ha_per_bohr": 0.09297,
  "smiles": "Fc1cccc(Cc2ccccc2)c1.B",
  "symbols": ["F", "C", "C", "C", "C", "C", "C", "C", "C", "C", "C", "C", "C", "C", "H", "H", "H", "H", "H", "H", "H", "H", "H", "H", "H", "B", "H", "H", "H"],
  "positions_angstrom": [[-3.828, 1.290, -1.671], [-2.611, 1.737, -1.235], [-2.354, 3.106, -1.161], [-1.089, 3.571, -0.703], [-0.154, 2.637, -0.235], [-0.481, 1.274, -0.240], [0.544, 0.128, -0.136], [0.316, -1.029, 0.835], [1.273, -2.057, 0.822], [0.996, -3.319, 1.332], [-0.288, -3.606, 1.864], [-1.284, -2.590, 1.839], [-0.954, -1.322, 1.337], [-1.690, 0.822, -0.762], [-3.123, 3.828, -1.503], [-0.860, 4.652, -0.688], [0.877, 2.939, -0.039], [1.591, 0.451, -0.056], [0.315, -0.400, -1.092], [2.194, -1.819, 0.304], [1.783, -4.078, 1.324], [-0.489, -4.657, 2.219], [-2.288, -2.875, 2.227], [-1.776, -0.614, 1.306], [-1.827, -0.222, -0.953], [4.093, 0.602, -1.291], [4.066, -0.104, -0.317], [3.635, 0.018, -2.215], [3.410, 1.637, -1.113]],
  "atomic_forces_ev_per_a": [[0.82, 0.38, 0.01], [-0.24, 0.47, 0.84], [0.19, 0.85, -0.18], [-0.84, -0.60, 0.08], [-0.17, -0.18, -0.42], [0.90, -0.60, -0.59], [-0.53, -0.06, 0.00], [-0.84, -0.69, -0.47], [-0.47, 0.50, 0.09], [-0.60, -0.02, 0.53], [0.17, 0.02, -0.38], [0.99, -1.40, 0.44], [-0.57, -0.51, 0.55], [-0.31, 0.99, -0.43], [0.59, -0.61, 0.24], [-0.21, -0.79, -0.11], [-0.38, -0.04, 0.30], [-0.36, 0.10, -0.31], [1.11, 0.46, 0.32], [0.26, -0.31, 0.18], [-0.37, 0.15, -0.03], [0.05, 1.42, -0.32], [0.79, 0.66, -0.43], [0.34, 0.19, -0.03], [-0.30, -0.40, 0.13], [-4.63, -0.17, 1.20], [1.50, 0.30, 0.00], [1.26, 0.02, -0.91], [1.84, -0.14, -0.28]],
  "lowdin_charge": [0.042, -0.253, -0.016, -0.067, -0.045, -0.198, -0.088, -0.208, -0.059, -0.089, -0.089, -0.078, -0.062, -0.007, 0.121, 0.110, 0.108, 0.089, 0.140, 0.097, 0.100, 0.110, 0.109, 0.101, 0.125, 0.111, -0.042, -0.041, -0.022]
}

{
  "formula": "C7H15OP",
  "method": "wB97M-V/def2-TZVPD",
  "e_above_lowest_kcal_mol": 45.1,
  "e_lumo_ev": 0.755,
  "homo_lumo_gap_ha": 0.330,
  "multiplicity": 1,
  "e_tot_ha": -692.203711,
  "fmax_ha_per_bohr": 0.09735,
  "symbols": ["C", "C", "C", "C", "C", "C", "C", "O", "P", "H", "H", "H", "H", "H", "H", "H", "H", "H", "H", "H", "H", "H", "H", "H"],
  "positions_angstrom": [[2.357, 0.715, -0.462], [1.837, 0.058, 0.562], [1.984, -0.610, 1.831], [-1.624, 0.922, 2.122], [-0.842, -1.677, -2.454], [-1.763, 0.740, 0.610], [-0.650, -0.341, -1.859], [-0.822, -1.827, 0.396], [-0.497, -0.437, -0.053], [1.699, 1.200, -1.164], [3.382, 0.850, -0.438], [2.445, 0.017, 2.634], [0.962, -0.885, 2.038], [2.625, -1.457, 1.893], [-1.457, 0.098, 2.794], [-0.760, 1.608, 2.274], [-2.451, 1.526, 2.554], [-1.784, -2.127, -2.055], [-0.857, -1.607, -3.517], [0.019, -2.336, -2.233], [-1.523, 1.596, -0.146], [-2.647, 0.158, 0.180], [-1.597, 0.307, -2.129], [0.237, 0.171, -2.143]],
  "atomic_forces_ev_per_a": [[-1.38, -0.69, 1.76], [-4.03, 0.33, -2.96], [0.59, 0.79, 1.42], [-0.07, 2.85, -0.05], [0.18, -1.73, 0.47], [0.95, -0.91, -2.35], [-2.23, 2.18, 0.51], [0.47, 0.17, 0.43], [1.30, -0.44, 1.33], [0.37, -0.09, -0.42], [2.11, 0.70, -0.48], [-0.79, 0.09, -0.59], [0.05, -0.56, 1.07], [0.39, -1.12, -0.62], [-0.11, -0.87, -0.46], [-0.26, -0.48, -0.06], [0.19, -0.53, -0.36], [0.91, 0.12, -0.48], [-0.37, 0.05, -0.94], [-0.59, 0.10, 0.17], [-0.91, -0.65, 2.01], [0.64, 1.04, 0.96], [1.92, -0.83, 0.59], [0.66, 0.49, -0.97]],
  "lowdin_charge": [-0.026, -0.208, -0.130, -0.162, -0.177, -0.346, -0.381, -0.397, 0.741, 0.036, 0.032, 0.102, 0.035, 0.071, 0.062, 0.075, 0.070, 0.093, 0.058, 0.087, 0.103, 0.100, 0.127, 0.036]
}

{
  "formula": "C26H23BBrCl2F3N2O6S",
  "method": "wB97M-V/def2-TZVPD",
  "e_lumo_ev": -2.509,
  "homo_lumo_gap_ha": 0.263,
  "multiplicity": 1,
  "e_tot_ha": -5781.942590,
  "fmax_ha_per_bohr": 0.17101,
  "smiles": "CCOB(O)c1cc2c(c(S(=O)(=O)C(F)(F)F)c1)C(=O)C(Br)=C([C@H](Cl)[C@H](C)Cl)C2=O.c1ccncc1.c1ccncc1",
  "symbols": ["C", "C", "O", "B", "O", "C", "C", "C", "C", "C", "S", "O", "O", "C", "F", "F", "F", "C", "C", "O", "C", "Br", "C", "C", "Cl", "C", "C", "Cl", "C", "O", "H", "H", "H", "H", "H", "H", "H", "H", "H", "H", "H", "H", "H", "C", "C", "C", "N", "C", "C", "H", "H", "H", "H", "H", "C", "C", "C", "N", "C", "C", "H", "H", "H", "H", "H"],
  "positions_angstrom": [[-5.153, 5.179, -1.604], [-4.276, 3.961, -0.870], [-4.952, 3.409, 0.325], [-4.380, 2.060, 0.672], [-5.280, 0.972, 1.159], [-2.750, 1.789, 0.457], [-2.113, 0.653, -0.538], [-0.461, 0.545, -0.674], [0.550, 1.563, 0.186], [-0.090, 2.688, 1.193], [0.917, 3.913, 2.189], [-0.099, 4.605, 3.180], [2.016, 3.290, 3.082], [1.540, 5.319, 1.075], [0.991, 6.621, 1.605], [3.015, 5.459, 1.066], [0.937, 5.179, -0.296], [-1.729, 2.760, 1.299], [2.167, 1.400, -0.064], [3.129, 1.549, 0.851], [2.614, 0.957, -1.613], [4.342, 1.693, -2.368], [1.699, 0.027, -2.388], [2.178, -0.327, -3.927], [0.763, -1.016, -4.962], [3.409, -1.442, -3.984], [4.409, -0.940, -5.200], [2.795, -3.142, -4.509], [0.288, -0.546, -1.696], [-0.203, -1.774, -1.930], [-6.290, 5.184, -1.248], [-5.112, 5.122, -2.780], [-4.667, 6.233, -1.323], [-4.109, 3.152, -1.729], [-3.236, 4.475, -0.590], [-6.055, 1.478, 1.564], [-2.804, -0.077, -1.148], [-2.190, 3.576, 2.001], [2.476, 0.699, -4.459], [3.926, -1.506, -2.936], [4.841, -1.850, -5.826], [5.338, -0.381, -4.731], [3.880, -0.177, -5.917], [-1.069, -2.472, 4.097], [-1.494, -2.777, 2.808], [-1.581, -1.746, 1.886], [-1.280, -0.459, 2.166], [-0.872, -0.194, 3.426], [-0.750, -1.156, 4.415], [-0.987, -3.254, 4.846], [-1.751, -3.792, 2.528], [-1.905, -1.934, 0.866], [-0.638, 0.848, 3.627], [-0.415, -0.887, 5.411], [1.027, -5.818, 1.869], [1.164, -4.778, 0.956], [2.154, -4.878, -0.008], [2.998, -5.928, -0.112], [2.842, -6.922, 0.789], [1.880, -6.914, 1.786], [0.261, -5.776, 2.638], [0.515, -3.910, 0.994], [2.299, -4.093, -0.745], [3.534, -7.752, 0.685], [1.799, -7.741, 2.482]],
  "atomic_forces_ev_per_a": [[-0.10, 0.59, 0.61], [0.53, 1.61, -1.86], [2.18, -3.07, -0.59], [-1.75, 0.10, -0.16], [1.37, 4.41, -0.19], [4.72, -0.65, -0.49], [2.76, 2.56, 2.23], [-0.88, 2.13, 1.56], [-2.83, 0.07, -0.12], [-2.82, -3.24, -3.17], [-1.41, -0.89, 8.61], [2.95, -2.07, -4.76], [-3.04, 1.94, -4.62], [0.62, 4.23, -2.07], [2.09, -4.65, -1.91], [-5.43, -0.70, -0.34], [2.49, 0.37, 4.44], [1.38, -1.84, -2.10], [4.16, 0.14, 2.77], [-6.43, -0.64, -5.66], [-3.91, -2.45, -0.89], [-2.34, -1.04, 1.13], [2.45, 2.43, 1.49], [-0.45, -0.17, 0.59], [1.04, 1.39, 1.10], [0.34, 1.10, -1.21], [0.96, -0.02, 0.28], [0.83, 1.46, 1.12], [-1.77, -3.88, -0.38], [3.18, 8.07, 1.46], [2.57, -0.13, -0.80], [-0.07, -0.19, 2.44], [-1.19, -2.35, -0.48], [-0.25, 1.48, 2.17], [-2.20, -1.50, -0.47], [1.10, -1.14, -0.97], [1.65, 1.64, 1.31], [1.12, -1.69, -1.46], [-0.53, -2.44, 1.38], [-1.02, -0.07, -2.18], [-1.12, 1.96, 1.45], [-1.93, -1.08, -0.88], [0.86, -1.68, 1.39], [0.02, 0.02, 0.01], [0.09, 0.09, 0.23], [0.19, 0.95, 0.13], [0.17, -0.89, 0.98], [-0.27, -0.08, -0.85], [-0.07, -0.27, -0.07], [-0.01, 0.09, -0.08], [0.00, 0.08, -0.01], [0.02, -0.06, 0.01], [0.02, -0.07, 0.04], [-0.02, 0.00, -0.11], [0.02, 0.02, -0.04], [-0.03, -0.22, 0.18], [0.66, -0.68, -0.18], [-0.73, 0.05, 0.75], [0.19, 0.63, -0.67], [-0.17, 0.23, 0.01], [0.08, 0.00, -0.07], [0.07, -0.05, -0.03], [-0.06, -0.03, 0.05], [-0.08, 0.04, 0.04], [0.03, 0.06, -0.07]],
  "lowdin_charge": [-0.101, -0.240, -0.057, -0.380, 0.056, -0.009, 0.080, 0.014, 0.024, -0.159, 0.865, -0.370, -0.325, -0.261, -0.001, 0.031, -0.007, 0.058, -0.215, -0.008, -0.417, 0.698, -0.108, -0.596, 0.508, -0.646, -0.163, 0.476, -0.165, -0.036, 0.093, 0.079, 0.084, 0.136, 0.133, 0.123, 0.131, 0.124, 0.107, 0.114, 0.083, 0.073, 0.087, -0.072, -0.083, -0.140, 0.062, -0.126, -0.063, 0.107, 0.101, 0.099, 0.100, 0.105, -0.082, -0.071, -0.143, 0.055, -0.154, -0.081, 0.097, 0.083, 0.097, 0.100, 0.100]
}